(a)
A 3-piece molecular cluster, C5H13NO2 overall, computed with ωB97M-V/def2-TZVPD.

Values from the calculation:
M (g/mol): 119.16
HOMO (eV): -8.793
HOMO-LUMO gap (eV): 4.32

Positions of all 21 atoms, in Å:
O: 3.436 0.553 -0.399
O: -0.467 1.654 1.443
N: -0.705 -1.418 -1.441
C: 0.038 -1.110 -0.412
C: 0.893 0.120 -0.468
C: 2.545 -0.051 0.276
C: -1.944 1.130 -0.822
C: -0.307 -1.504 1.018
H: -0.642 -2.318 -1.915
H: -0.817 -0.547 0.676
H: 2.550 -1.198 0.239
H: -2.884 1.625 -0.748
H: 1.233 0.383 -1.466
H: 0.326 -1.496 1.904
H: -1.946 0.095 -1.242
H: -1.361 1.113 0.172
H: -1.352 1.775 -1.483
H: 2.325 0.269 1.334
H: 0.555 1.041 0.062
H: -1.103 -2.285 1.017
H: -0.371 2.168 2.252

Atom charges from the Löwdin analysis, given in e for atoms 1 to 8:
1. O 0.04
2. O -0.29
3. N 0.09
4. C -0.47
5. C 0.04
6. C -0.26
7. C -0.04
8. C 0.04

(b)
A 3-piece molecular cluster, C5H13NO2 overall, computed with ωB97M-V/def2-TZVPD.

Values from the calculation:
M (g/mol): 119.16
HOMO (eV): -7.651
HOMO-LUMO gap (eV): 4.01

Positions of all 21 atoms, in Å:
O: 1.872 -1.544 1.675
O: 0.101 -2.638 0.160
N: 2.158 -0.202 -0.567
C: -1.013 1.831 0.184
C: 1.033 0.711 -0.835
C: 0.056 0.794 0.345
C: -2.610 0.288 -1.012
C: -2.277 1.399 -0.255
H: -1.875 -0.567 -1.106
H: -3.018 2.142 -0.035
H: 3.023 0.223 -0.846
H: -0.337 -3.306 0.696
H: 2.121 -0.653 0.387
H: 1.411 1.733 -1.072
H: 0.857 -2.214 0.772
H: 2.598 -1.944 2.103
H: 0.656 0.957 1.275
H: -3.621 0.232 -1.435
H: -1.046 2.544 0.985
H: -0.502 -0.185 0.275
H: 0.416 0.399 -1.695

Atom charges from the Löwdin analysis, given in e for atoms 1 to 8:
1. O -0.37
2. O -0.18
3. N 0.05
4. C 0.06
5. C -0.26
6. C -0.18
7. C 0.17
8. C -0.13

Short version: (a) is the least stable of them.

(a)
C18H26Br6O8 as an isolated structure, computed with ωB97M-V/def2-TZVPD.

Values from the calculation:
M (g/mol): 849.82
HOMO (eV): -10.159
HOMO-LUMO gap (eV): 9.59

Positions of all 58 atoms, in Å:
Br: -1.696 -2.490 0.389
Br: -1.714 -0.204 -1.945
Br: -3.316 5.495 4.341
Br: -4.924 4.833 1.521
Br: 0.565 -0.281 0.477
Br: -1.879 6.109 1.576
O: 5.782 -0.406 -7.452
O: -5.081 -5.596 -10.716
O: -3.604 -5.018 -9.058
O: -3.890 -1.897 8.545
O: 4.098 5.846 6.674
O: 4.735 7.648 5.474
O: -3.995 -1.336 6.387
O: 5.496 1.378 -8.795
C: -3.695 -4.873 -7.682
C: 3.972 -0.274 -6.111
C: 4.006 4.438 6.588
C: 5.228 5.347 4.646
C: 5.152 -1.181 -6.508
C: -1.819 -1.862 7.487
C: -5.861 -5.271 -8.385
C: -1.599 -2.273 8.860
C: -2.959 -2.628 9.396
C: 5.169 0.752 -7.845
C: -1.301 -0.559 -0.034
C: -4.838 -5.354 -9.538
C: -3.343 -1.686 7.392
C: 5.075 4.068 5.530
C: -3.621 6.041 2.455
C: -5.084 -4.469 -7.433
C: 3.949 0.972 -6.985
C: 4.797 6.427 5.672
H: 3.003 -0.719 -6.338
H: 6.235 5.478 4.249
H: 4.801 -2.174 -6.789
H: 4.337 3.920 7.488
H: -1.459 -2.589 6.759
H: 2.980 4.125 6.398
H: 3.059 0.879 -7.608
H: -6.826 -4.835 -8.646
H: 4.690 3.171 5.045
H: 3.879 1.928 -6.467
H: -1.407 -0.872 7.293
H: -3.418 -5.794 -7.168
H: 4.527 5.375 3.812
H: 5.695 -1.262 -5.566
H: 6.047 3.767 5.920
H: -3.127 -3.704 9.434
H: -5.989 -6.315 -8.098
H: -1.978 0.096 0.513
H: -3.074 -2.253 10.412
H: -0.968 -3.159 8.933
H: -2.974 -4.102 -7.412
H: -5.178 -3.393 -7.581
H: -4.055 7.041 2.456
H: -1.165 -1.511 9.506
H: -5.424 -4.722 -6.429
H: 3.984 -0.071 -5.041

Atom charges from the Löwdin analysis, given in e for atoms 1 to 8:
1. Br 0.48
2. Br 0.51
3. Br 0.51
4. Br 0.50
5. Br 0.53
6. Br 0.53
7. O 0.03
8. O 0.10

(b)
C18H26Br6O8 as an isolated structure, computed with ωB97M-V/def2-TZVPD.

Values from the calculation:
M (g/mol): 849.82
HOMO (eV): -10.042
HOMO-LUMO gap (eV): 9.30

Positions of all 58 atoms, in Å:
Br: -22.176 21.532 -10.854
Br: -21.518 29.080 -15.657
Br: -19.304 19.799 -10.496
Br: -22.610 31.860 -14.443
Br: -24.591 30.041 -16.319
Br: -19.299 23.038 -11.073
O: -22.359 26.903 -12.463
O: -26.766 25.936 -16.767
O: -17.205 24.821 -14.402
O: -28.000 24.082 -16.645
O: -18.627 26.152 -13.189
O: -25.980 22.173 -12.259
O: -25.304 23.287 -10.388
O: -24.304 28.098 -12.522
C: -25.753 23.687 -9.105
C: -18.854 27.527 -12.860
C: -23.699 27.077 -12.274
C: -23.269 24.649 -12.520
C: -21.969 25.467 -12.444
C: -17.505 25.907 -13.964
C: -16.901 27.271 -14.333
C: -26.930 24.618 -16.475
C: -23.091 30.042 -15.052
C: -25.440 26.447 -16.486
C: -26.066 22.422 -11.042
C: -24.633 25.097 -16.407
C: -27.215 21.958 -10.220
C: -24.372 25.683 -12.161
C: -25.633 24.134 -15.960
C: -26.861 22.666 -8.900
C: -20.254 21.315 -11.446
C: -18.009 28.208 -13.843
H: -26.278 24.642 -9.109
H: -16.915 27.308 -15.422
H: -24.675 25.514 -11.128
H: -18.562 28.541 -14.722
H: -21.401 25.110 -11.584
H: -26.321 21.974 -8.252
H: -25.532 27.155 -15.663
H: -23.686 25.018 -15.874
H: -21.484 25.145 -13.365
H: -18.567 27.594 -11.810
H: -28.168 22.344 -10.582
H: -25.464 23.107 -16.285
H: -25.237 25.666 -12.825
H: -20.186 21.109 -12.515
H: -17.599 29.109 -13.388
H: -27.817 22.924 -8.446
H: -19.885 27.831 -13.036
H: -16.006 27.332 -13.713
H: -25.034 23.618 -8.289
H: -23.461 29.582 -14.136
H: -27.281 20.875 -10.121
H: -24.249 24.869 -17.401
H: -25.069 27.029 -17.329
H: -23.165 23.876 -11.758
H: -23.394 24.169 -13.490
H: -25.817 24.053 -14.889

Atom charges from the Löwdin analysis, given in e for atoms 1 to 8:
1. Br 0.56
2. Br 0.58
3. Br 0.50
4. Br 0.54
5. Br 0.59
6. Br 0.55
7. O 0.00
8. O 0.01

Short version: (a) is the least stable of them.

(a)
A single C3H9P molecule, computed with ωB97M-V/def2-TZVPD.

Values from the calculation:
M (g/mol): 76.08
SMILES string: C=[PH](C)C
HOMO (eV): -7.322
HOMO-LUMO gap (eV): 8.41

Positions of all 13 atoms, in Å:
P: 0.049 0.217 0.551
C: 0.185 1.840 -0.113
C: -1.479 -0.642 -0.086
C: 1.388 -0.730 -0.231
H: 2.422 -0.367 -0.020
H: 0.048 -0.251 1.833
H: 1.267 -1.781 -0.043
H: -1.093 -0.832 -1.098
H: 0.789 2.576 0.379
H: 1.049 -0.613 -1.307
H: -1.617 -1.667 0.410
H: -0.827 2.161 -0.245
H: -2.182 0.089 -0.029

Atom charges from the Löwdin analysis, given in e for atoms 1 to 8:
1. P 0.68
2. C -0.30
3. C -0.21
4. C -0.28
5. H 0.06
6. H -0.02
7. H 0.02
8. H 0.04

(b)
A 3-piece molecular cluster, C3H9P overall, computed with ωB97M-V/def2-TZVPD.

Values from the calculation:
M (g/mol): 76.08
SMILES string: [H][H].C=C.C=P
HOMO (eV): -9.907
HOMO-LUMO gap (eV): 10.05

Positions of all 13 atoms, in Å:
P: 1.148 3.061 -1.923
C: -1.648 -0.809 0.852
C: -1.789 -0.157 1.988
C: -0.083 2.238 -1.141
H: -1.330 0.780 2.259
H: -0.960 2.666 -1.151
H: 2.357 2.119 -1.670
H: 1.209 -3.422 -2.318
H: 0.150 1.338 -0.551
H: 0.879 -3.240 -1.695
H: -0.811 -0.511 0.051
H: -2.217 -1.742 0.583
H: -2.600 -0.413 2.751

Atom charges from the Löwdin analysis, given in e for atoms 1 to 8:
1. P 0.70
2. C -0.11
3. C -0.11
4. C -0.46
5. H 0.03
6. H -0.10
7. H -0.11
8. H 0.00

Short version: (b) is the least stable of them.

(a)
A 12-piece molecular cluster, C24H72O12S12 overall, computed with ωB97M-V/def2-TZVPD.

Values from the calculation:
M (g/mol): 937.63
HOMO (eV): -8.299
HOMO-LUMO gap (eV): 7.95

Positions of all 120 atoms, in Å:
S: 1.300 1.996 4.848
S: -3.376 2.918 -2.555
S: -1.393 -0.246 -5.432
S: 0.728 0.251 0.274
S: 3.026 -3.667 -0.270
S: 2.268 3.975 -3.211
S: -3.797 -2.402 4.500
S: 0.989 -3.370 -3.814
S: 4.791 2.266 0.812
S: 2.369 -2.204 5.157
S: -3.806 -4.190 -1.884
S: -2.425 3.610 3.095
O: 2.583 -3.720 4.896
O: -5.256 -3.751 -1.946
O: -2.027 3.448 -2.246
O: -1.705 3.394 4.428
O: 1.678 -0.806 0.863
O: 3.473 2.771 0.272
O: 2.019 1.120 5.797
O: -2.889 -2.693 5.683
O: -1.573 -0.626 -6.849
O: 3.544 3.845 -4.006
O: 3.135 -5.007 -0.980
O: 0.091 -3.805 -2.627
C: -1.025 3.795 1.867
C: -0.729 -0.026 1.119
C: 1.612 2.357 -2.790
C: 1.943 -2.134 6.910
C: 4.839 0.575 0.088
C: -3.713 1.568 -1.400
C: -3.522 -4.473 -3.635
C: 2.079 -3.956 1.152
C: 1.004 4.548 -4.363
C: -2.880 -0.435 -4.727
C: 0.013 -3.702 -5.234
C: -4.404 4.293 -1.847
C: 2.111 -4.766 -4.119
C: -2.906 -3.107 3.105
C: -3.292 -0.731 4.092
C: 2.236 2.240 3.445
C: -2.962 -2.751 -1.327
C: 4.601 -3.518 0.521
C: 0.746 -1.775 4.424
C: -2.814 5.378 3.019
C: 1.375 3.586 5.506
C: -1.386 1.525 -5.503
C: 0.148 -0.610 -1.181
C: 6.128 2.945 -0.106
H: -4.422 4.259 -0.672
H: 2.100 1.523 2.675
H: 5.707 0.283 0.549
H: 0.551 4.010 5.061
H: 1.871 -4.980 1.350
H: 1.332 -1.128 7.145
H: 1.162 -3.399 1.057
H: 2.474 -4.509 -5.167
H: -0.332 -1.554 -0.744
H: -2.188 -0.721 4.081
H: -3.574 0.084 -5.300
H: 5.454 -3.258 -0.030
H: -2.766 0.040 -3.625
H: -3.528 -0.449 3.115
H: -1.868 -2.845 -1.138
H: 4.843 -4.134 1.279
H: 2.987 -4.802 -3.347
H: 0.610 -0.774 4.759
H: -0.688 0.228 -1.573
H: -1.903 5.822 3.475
H: -0.469 0.208 2.131
H: -0.306 2.830 1.939
H: 2.168 1.719 -2.441
H: 0.988 -0.865 -1.876
H: -2.653 -4.293 3.149
H: 2.959 -2.240 7.497
H: 0.900 2.572 -2.243
H: 3.216 2.202 3.813
H: -2.354 1.898 -5.777
H: -3.632 0.158 4.798
H: -0.998 -3.083 -5.176
H: 1.032 3.838 -5.125
H: 4.263 -2.643 1.345
H: 0.030 -2.374 4.798
H: 1.974 2.984 2.926
H: -2.742 5.489 2.003
H: 2.220 4.216 5.523
H: -3.115 -2.435 -0.328
H: 5.879 3.042 -1.175
H: -2.641 -4.913 -3.589
H: -4.635 -4.862 -4.233
H: -0.330 -4.660 -5.312
H: -4.757 1.369 -1.344
H: 1.449 1.896 -3.853
H: -3.343 -1.643 -1.921
H: -1.334 0.469 0.629
H: 1.266 3.409 6.523
H: -3.908 5.170 -2.172
H: 4.109 0.020 0.398
H: -1.116 1.799 -4.471
H: 1.124 5.509 -4.520
H: -3.940 5.592 3.460
H: -3.132 0.756 -1.682
H: 0.056 4.494 -3.856
H: 1.748 -5.750 -4.122
H: -1.519 3.796 0.958
H: 1.275 -2.783 7.093
H: -0.671 2.090 -6.085
H: -5.536 4.063 -2.145
H: 1.077 -1.831 3.223
H: 4.982 0.860 -1.064
H: 6.384 4.012 0.072
H: 0.491 -3.622 -6.175
H: -0.474 4.591 2.357
H: 7.121 2.461 0.025
H: -1.950 -2.598 2.839
H: -3.325 -3.554 -3.991
H: 2.642 -3.491 2.107
H: -3.368 1.869 -0.471
H: -1.049 -1.166 1.200
H: -3.256 -1.397 -4.705
H: -3.570 -2.806 2.273

Atom charges from the Löwdin analysis, given in e for atoms 1 to 8:
1. S 0.81
2. S 0.80
3. S 0.76
4. S 0.83
5. S 0.81
6. S 0.86
7. S 0.84
8. S 0.83

(b)
A 12-piece molecular cluster, C24H72O12S12 overall, computed with ωB97M-V/def2-TZVPD.

Values from the calculation:
M (g/mol): 937.63
HOMO (eV): -8.766
HOMO-LUMO gap (eV): 8.74

Positions of all 120 atoms, in Å:
S: -0.792 1.082 -8.621
S: 3.776 -3.289 4.380
S: 2.907 4.284 5.947
S: 6.566 2.669 0.954
S: -0.027 0.825 -0.524
S: -5.814 -2.289 -5.097
S: -3.815 5.489 0.621
S: 6.839 0.410 -6.187
S: -5.167 0.059 7.733
S: -3.085 -4.414 3.051
S: -7.070 0.725 1.228
S: 2.942 -4.727 -3.014
O: -5.967 1.260 8.241
O: -8.047 -0.137 1.990
O: -2.017 1.345 -7.696
O: -3.589 4.463 1.717
O: -5.364 -3.595 -5.720
O: -2.217 -3.152 3.341
O: 6.778 1.884 -6.493
O: 2.797 3.467 4.657
O: 3.709 -3.953 5.775
O: 7.091 2.720 -0.487
O: 4.030 -4.691 -4.042
O: -0.109 -0.677 -0.684
C: 8.020 2.805 2.084
C: 5.772 4.247 1.262
C: 0.277 1.069 1.299
C: 6.031 -0.029 -4.605
C: -5.981 -1.260 -6.631
C: 3.619 -1.501 4.815
C: -2.616 -5.103 1.388
C: 3.642 -4.883 -1.343
C: 2.306 -6.394 -3.378
C: 2.258 6.029 5.552
C: -3.445 4.440 -0.987
C: -2.384 6.650 0.672
C: -7.565 0.396 -0.491
C: 0.496 0.054 -7.836
C: 1.672 1.247 -1.085
C: -3.891 0.652 6.539
C: 8.601 -0.012 -5.669
C: -5.506 -0.239 1.155
C: 1.443 3.574 6.988
C: 2.197 -3.408 3.518
C: -1.568 -0.098 -9.819
C: -4.332 -1.549 -4.172
C: -6.149 -0.553 6.290
C: -2.535 -5.756 4.211
H: -0.021 -0.815 -7.429
H: 1.292 4.076 7.944
H: -4.830 0.161 0.400
H: 8.979 0.367 -4.719
H: -2.366 -0.613 -9.285
H: -5.691 -1.406 5.790
H: 0.648 2.064 1.546
H: -3.791 -0.123 5.779
H: 1.053 0.535 -7.033
H: -0.836 -0.817 -10.186
H: 8.695 -1.097 -5.694
H: 2.160 -2.610 2.776
H: 1.871 2.204 -0.603
H: -7.463 -0.643 -0.803
H: 7.761 2.753 3.142
H: -5.234 -0.481 -6.475
H: 6.441 5.075 1.030
H: -4.403 -0.585 -3.669
H: 4.475 -5.583 -1.279
H: -1.687 -4.607 1.107
H: 2.241 -6.499 -4.461
H: -5.794 -1.288 1.220
H: 6.476 -0.978 -4.308
H: 3.122 -7.068 -3.119
H: 1.302 -6.512 -2.969
H: -7.165 1.117 -1.204
H: -4.920 -0.175 2.072
H: 0.469 3.572 6.499
H: 8.690 3.634 1.856
H: -2.426 4.425 -1.375
H: 1.922 1.281 -2.145
H: -3.975 -2.273 -3.439
H: 1.217 -0.329 -8.558
H: -7.113 -0.964 6.588
H: 4.547 -1.253 5.330
H: -0.694 0.979 1.785
H: 3.514 -0.795 3.991
H: 6.270 0.561 -3.720
H: -3.896 3.485 -0.717
H: 1.458 -3.172 4.283
H: 2.803 -5.111 -0.685
H: 2.794 -1.107 5.409
H: 4.030 -3.885 -1.142
H: -3.203 -4.961 0.481
H: -1.500 6.046 0.468
H: 1.005 0.345 1.665
H: -5.792 -1.979 -7.427
H: -3.019 1.014 7.083
H: 2.545 6.831 6.232
H: -4.193 1.527 5.963
H: -4.185 4.290 -1.773
H: 2.092 -4.318 2.927
H: 1.173 6.080 5.638
H: -2.419 -6.174 1.346
H: -2.523 -5.603 5.290
H: -6.343 0.210 5.536
H: 2.245 0.410 -0.685
H: -2.270 7.109 1.654
H: -3.204 -6.610 4.102
H: 1.716 2.532 7.160
H: 8.771 2.039 1.892
H: -6.934 -0.732 -6.631
H: -1.954 0.482 -10.658
H: 5.715 4.462 2.329
H: 9.375 0.306 -6.368
H: 2.533 6.338 4.543
H: -8.607 0.706 -0.414
H: -2.400 7.334 -0.176
H: 4.772 4.230 0.828
H: -3.508 -1.437 -4.876
H: 4.949 -0.151 -4.544
H: -1.476 -5.958 4.056

Atom charges from the Löwdin analysis, given in e for atoms 1 to 8:
1. S 0.84
2. S 0.84
3. S 0.85
4. S 0.82
5. S 0.81
6. S 0.82
7. S 0.84
8. S 0.84

Short version: (a) is the least stable of them.